Entry 1:
A cluster of 2 separate species, C3H6BClF6NO8P2 in total at a distorted geometry, computed with ωB97M-V with the def2-TZVPD basis set.

```
28
Properties=species:S:1:pos:R:3
O -1.518 1.037 -0.870
C -1.844 -0.108 -0.791
O -3.137 -0.482 -0.571
C -0.875 -1.267 -0.984
N -0.032 -1.476 0.196
O 1.278 -0.973 -0.040
B 1.589 0.216 0.631
O 0.715 0.849 1.458
O 2.859 0.680 0.372
C 0.024 -2.807 0.609
O -0.819 -3.637 0.393
O 1.139 -3.032 1.393
P 1.049 -3.660 2.902
O -0.468 -3.230 3.280
Cl 0.754 -5.668 2.487
H -3.178 -1.422 -0.364
H -1.408 -2.182 -1.226
H -0.237 -1.012 -1.833
H 0.207 0.279 2.041
H 3.475 0.416 1.060
H -0.494 -2.983 4.214
F -1.101 4.209 -3.156
P 0.130 4.349 -2.047
F -0.905 5.409 -1.289
F 0.550 5.681 -2.953
F 1.758 4.391 -1.717
F 0.460 2.822 -2.618
F 0.025 3.603 -0.576
```

Results
Frontier orbital gap, hartree: 0.334
Charge: -1

=====

Entry 2:
A structure of composition C3H6BClO2 at a distorted geometry, computed with ωB97M-V with the def2-TZVPD basis set.

```
13
Properties=species:S:1:pos:R:3
B 1.426 -0.150 0.057
C -2.245 -0.556 -0.060
C -1.314 0.276 -0.461
C -0.311 0.831 0.517
O 1.942 -0.025 -1.160
O 2.010 -0.695 1.132
Cl -0.053 2.543 0.132
H -2.847 -0.991 -0.833
H -2.278 -0.767 0.970
H -1.286 0.438 -1.503
H -0.372 0.835 1.566
H 2.847 -0.270 -1.215
H 2.480 -1.470 0.859
```

Results
Frontier orbital gap, hartree: 0.319

=====

Entry 3:
An isolated molecule of C3H6BNO2 at a distorted geometry, computed with ωB97M-V with the def2-TZVPD basis set.

```
13
Properties=species:S:1:pos:R:3
C -1.336 -1.655 0.060
B -0.204 -0.522 -0.084
N -0.404 1.021 -0.443
C 0.853 1.676 -0.124
O 1.738 0.733 0.400
C 1.332 -0.506 0.382
O 2.016 -1.453 0.764
H -2.228 -1.116 -0.090
H -1.097 -2.007 1.031
H -1.227 -2.583 -0.697
H -1.116 1.634 -0.813
H 1.126 2.265 -1.041
H 0.547 2.513 0.656
```

Results
Frontier orbital gap, hartree: 0.375
Structure (SMILES): CB1NCOC1=O

=====

Entry 4:
An isolated molecule of C3H6BNO2 at a distorted geometry, computed with ωB97M-V with the def2-TZVPD basis set.

```
13
Properties=species:S:1:pos:R:3
B -0.293 -0.640 -0.302
C 1.204 -0.594 0.227
C 0.973 1.698 -0.189
C -1.424 -1.527 0.113
N -0.359 1.256 -0.633
O 1.901 -1.578 0.254
O 1.762 0.599 0.146
H 1.514 2.259 -1.063
H 0.869 2.493 0.671
H -1.394 -2.514 -0.309
H -2.438 -1.165 -0.044
H -1.192 -1.687 1.110
H -1.124 1.400 0.020
```

Results
Frontier orbital gap (spin up / spin down), hartree: 0.269 / 0.232
Multiplicity: 3

=====

Entry 5:
A cluster of 2 separate species, C3H6BNO3 in total at a distorted geometry, computed with ωB97M-V with the def2-TZVPD basis set.

```
14
Properties=species:S:1:pos:R:3
B 0.033 0.887 -0.048
C -2.857 -0.925 0.143
C 0.600 -1.317 -0.465
C 1.665 -0.618 0.429
N -0.610 2.085 -0.243
O -3.224 0.040 0.579
O -0.397 -0.339 -0.563
O 1.205 0.705 0.700
H -1.483 2.115 -0.651
H 0.959 -1.599 -1.520
H 0.370 -2.355 0.001
H 1.805 -1.147 1.385
H 2.581 -0.502 -0.138
H -0.647 2.970 0.393
```

Results
Frontier orbital gap, hartree: 0.394

=====

Entry 6:
A structure of composition C3H6BaMgO4S at a distorted geometry, computed with ωB97M-V with the def2-TZVPD basis set.

```
16
Properties=species:S:1:pos:R:3
Ba 0.262 -1.970 1.027
S 0.370 -2.476 -1.973
O -1.046 -1.772 -2.470
O 0.139 -3.064 -0.483
O 1.672 -0.388 0.754
C 1.528 0.973 0.596
C 0.129 1.579 0.526
O -0.795 0.819 -0.257
C -1.469 -0.286 0.521
Mg -0.469 -0.009 -2.006
H 2.023 1.201 -0.376
H 2.038 1.514 1.422
H 0.182 2.567 0.044
H -0.302 1.702 1.531
H -2.252 -0.622 -0.185
H -2.010 0.232 1.329
```

Results
Frontier orbital gap, hartree: 0.190

=====

Entry 7:
A structure of composition C3H6Br2IV, computed with ωB97M-V with the def2-TZVPD basis set.

```
13
Properties=species:S:1:pos:R:3
V 0.228 -0.425 -0.270
Br -0.487 1.113 2.931
C -0.332 -0.592 3.674
Br -0.224 -2.239 1.205
H -1.222 -0.958 4.160
H 0.643 -0.827 4.069
I -0.571 0.684 -2.696
C -1.320 0.877 -0.656
H -2.318 0.443 -0.676
H -1.357 1.933 -0.410
C 1.882 0.284 0.090
H 2.178 1.286 0.385
H 2.704 -0.433 0.015
```

Results
Frontier orbital gap (spin up / spin down), hartree: 0.278 / 0.312
Multiplicity: 3

=====

Entry 8:
A structure of composition C3H6Br2InMg at a distorted geometry, computed with ωB97M-V with the def2-TZVPD basis set.

```
13
Properties=species:S:1:pos:R:3
C 0.152 0.620 1.212
C -0.606 0.695 -0.051
Br -1.578 2.646 -0.166
C -0.730 -0.136 -1.032
Br -1.757 0.130 -2.493
In 0.552 -2.098 -0.819
H 0.726 -0.313 1.197
H 1.038 1.343 1.334
H -0.420 0.713 2.138
H 1.955 -1.197 -0.291
H -0.328 -2.798 0.472
H 0.511 -2.760 -2.373
Mg 0.487 3.154 0.873
```

Results
Frontier orbital gap, hartree: 0.156
Charge: +1

=====

Entry 9:
A cluster of 2 separate species, C3H6Br2O3 in total at a distorted geometry, computed with ωB97M-V with the def2-TZVPD basis set.

```
14
Properties=species:S:1:pos:R:3
O -0.683 -1.639 1.781
C -0.036 -1.083 0.940
C 0.131 0.398 0.752
Br -1.538 1.364 0.664
C 1.008 0.749 -0.518
O 1.182 1.944 -1.179
Br 2.905 0.197 0.050
H 0.438 -1.532 0.088
H 0.576 0.590 1.740
H 0.584 0.015 -1.272
H 1.365 2.705 -0.618
O -1.594 -1.043 -0.775
H -1.871 -2.045 -0.755
H -2.468 -0.620 -0.898
```

Results
Frontier orbital gap, hartree: 0.369
Structure (SMILES): O=C[C@H](Br)[C@@H](O)Br.O

=====

Entry 10:
An isolated molecule of C3H6Br2OSi at a distorted geometry, computed with ωB97M-V with the def2-TZVPD basis set.

```
13
Properties=species:S:1:pos:R:3
C -2.058 -0.347 0.022
C -0.899 -0.687 -0.616
C 0.005 0.360 -1.321
O 1.296 0.215 -0.588
Si 1.825 0.244 0.894
Br 0.661 -0.822 2.442
Br 1.908 2.211 1.856
H -2.666 -1.012 0.589
H -2.443 0.709 -0.065
H -0.534 -1.831 -0.743
H -0.354 1.327 -1.094
H 0.269 0.252 -2.380
H 2.988 -0.617 1.004
```

Results
Frontier orbital gap (spin up / spin down), hartree: 0.248 / 0.282
Multiplicity: 3

=====

Entry 11:
A cluster of 2 separate species, C3H6BrFO in total at a distorted geometry, computed with ωB97M-V with the def2-TZVPD basis set.

```
12
Properties=species:S:1:pos:R:3
C 0.204 1.212 0.093
C -0.163 -0.294 0.008
C -1.559 -0.507 0.382
O 0.048 -0.821 -1.265
F -1.995 -0.094 1.553
Br 3.379 -1.508 -0.174
H -0.339 1.749 -0.682
H -0.062 1.611 1.067
H 1.271 1.329 -0.067
H 0.495 -0.805 0.748
H -2.284 -1.014 -0.234
H 1.004 -0.858 -1.428
```

Results
Frontier orbital gap (spin up / spin down), hartree: 0.404 / 0.137

=====

Entry 12:
A cluster of 2 separate species, C3H6BrI in total at a distorted geometry, computed with ωB97M-V with the def2-TZVPD basis set.

```
11
Properties=species:S:1:pos:R:3
C -0.852 -0.214 0.179
C 1.248 1.031 -0.415
C 0.083 0.243 -0.908
Br 2.534 1.518 -1.793
I -0.874 1.029 -2.623
H -0.292 -0.755 0.939
H -1.351 0.634 0.650
H -1.608 -0.880 -0.228
H 0.898 1.978 0.014
H 1.794 0.481 0.353
H 0.675 -1.443 -1.406
```

Results
Frontier orbital gap, hartree: 0.328